(1)
{"formula": "C56H120F16N12O24S12", "method": "ωB97M-V/def2-TZVPD", "species": ["C", "F", "S", "H", "C", "H", "H", "O", "O", "H", "C", "O", "C", "H", "N", "H", "O", "C", "H", "S", "H", "C", "H", "C", "H", "C", "O", "N", "C", "H", "H", "H", "C", "C", "C", "H", "C", "H", "H", "H", "H", "H", "C", "N", "H", "H", "C", "F", "H", "N", "H", "H", "H", "C", "C", "H", "H", "C", "C", "H", "O", "H", "H", "H", "H", "C", "H", "H", "H", "H", "S", "C", "H", "O", "H", "C", "F", "C", "O", "H", "C", "H", "F", "H", "S", "H", "H", "O", "H", "O", "H", "S", "C", "H", "H", "O", "H", "H", "H", "C", "H", "C", "H", "C", "H", "H", "C", "S", "H", "O", "C", "H", "H", "S", "N", "N", "N", "H", "C", "H", "C", "C", "H", "H", "F", "O", "H", "C", "C", "H", "N", "H", "H", "S", "H", "H", "H", "H", "H", "H", "H", "F", "O", "S", "H", "O", "H", "N", "F", "C", "H", "S", "F", "H", "H", "H", "H", "H", "H", "C", "H", "F", "H", "H", "F", "C", "C", "C", "C", "C", "O", "H", "H", "H", "H", "F", "H", "H", "F", "C", "H", "F", "H", "F", "C", "C", "C", "O", "H", "H", "H", "H", "C", "N", "H", "H", "H", "H", "C", "N", "O", "H", "H", "C", "H", "H", "O", "S", "H", "O", "H", "F", "H", "C", "H", "C", "H", "H", "S", "H", "C", "H", "H", "O", "F", "H", "C", "C", "H", "N", "O", "C", "H", "H", "C", "H", "H", "O", "H", "O"], "xyz": [[5.682, -4.024, 0.421], [4.930, -3.619, -4.134], [-2.086, -7.360, -4.572], [-9.392, 2.897, -2.556], [-0.230, -2.603, 6.882], [-6.643, 6.165, -2.060], [-3.154, 1.372, 7.029], [-2.877, 5.703, 0.678], [-4.321, 6.817, -2.417], [-3.643, 1.996, 2.436], [8.267, -2.302, -0.273], [1.282, 0.062, -4.800], [-8.406, 7.489, -0.044], [7.081, 3.446, 0.634], [-0.849, -6.656, -3.749], [0.586, -2.820, 7.571], [-2.713, 0.662, -5.052], [3.688, -3.181, -3.852], [-0.009, -2.389, 0.136], [-1.012, -5.404, -4.441], [-3.581, 3.331, 1.205], [0.038, -0.250, -0.002], [5.147, -4.970, 0.497], [1.607, -7.584, -0.445], [-2.501, 3.564, 7.550], [-7.662, 5.858, -1.826], [-0.279, -5.183, -5.682], [7.162, -4.303, 0.871], [5.177, 3.489, -1.707], [-2.068, 3.536, 5.942], [-7.092, 3.282, -0.552], [7.297, -1.824, -0.413], [6.501, 2.580, 0.315], [0.082, -3.298, 5.572], [0.195, 2.058, -0.892], [4.856, 5.728, 2.740], [-8.001, 5.983, -0.333], [-1.615, -1.590, 0.446], [-6.054, 4.404, -5.275], [-0.254, -7.864, -1.496], [-2.528, 0.468, 0.354], [-3.525, -1.086, 5.455], [-0.706, -1.602, -0.155], [3.794, -0.398, -4.703], [1.057, -0.304, -0.385], [-9.087, 7.945, -0.763], [7.422, 1.777, -0.584], [-5.868, 3.411, 6.770], [1.758, -5.174, 0.891], [-1.513, -0.761, 5.628], [-5.814, 5.696, -4.095], [-2.373, 1.024, 4.885], [4.713, 6.031, -0.309], [-9.321, 3.943, -2.261], [-1.897, -0.749, -2.188], [-0.396, -0.909, 3.859], [-1.067, -3.023, 7.440], [1.325, -5.143, -0.109], [4.358, 4.033, 0.595], [-2.669, -5.879, 0.260], [5.017, -1.095, -2.494], [0.641, 2.455, 0.020], [-1.417, -6.199, 2.227], [-4.102, 4.176, -3.334], [-1.874, -3.504, 4.717], [4.897, -3.007, 1.314], [1.395, -4.086, -0.367], [5.138, 7.108, 1.724], [-0.599, 0.942, 5.183], [5.686, 4.451, -1.647], [-3.694, 7.528, -1.286], [7.684, -5.208, -0.293], [-4.826, -8.923, -0.110], [2.710, 1.327, -3.256], [-0.760, -0.715, 7.573], [8.756, -3.247, -1.454], [-8.621, 5.994, 4.097], [-6.945, 3.343, -1.630], [-0.687, 1.671, -6.220], [0.595, -0.740, 6.279], [-6.088, 4.648, -4.213], [-7.420, 7.951, -0.098], [2.938, -3.153, -5.054], [-0.455, -3.190, 3.566], [-3.143, 2.534, -7.546], [2.630, -2.611, 0.932], [6.937, -5.980, -0.478], [-2.149, -4.503, -4.135], [1.916, -7.501, 0.597], [2.834, 3.547, 3.666], [-1.789, 1.032, 7.906], [-1.862, 0.875, -6.200], [0.049, -7.840, -0.449], [3.448, -3.502, -0.205], [-7.956, 3.483, -4.272], [-2.381, 3.404, -8.448], [-2.794, -8.312, 1.193], [-0.060, -1.985, -2.140], [6.103, 5.378, 0.403], [-3.040, -8.084, 0.156], [8.258, -5.200, 2.417], [8.186, -3.068, 0.982], [6.223, 3.065, -3.549], [4.271, 1.570, -0.302], [-2.599, -8.869, -0.460], [6.624, -5.919, 2.094], [4.615, 6.153, 1.765], [-7.043, 5.882, 4.391], [-7.145, 5.780, 0.310], [-1.905, -7.434, -5.973], [6.131, 2.559, -2.588], [-4.864, 2.781, -3.800], [-0.710, -7.916, 2.002], [3.761, -1.340, -3.211], [-7.893, 4.441, -2.313], [-0.729, 0.879, -0.688], [5.063, 2.938, -0.297], [4.638, -3.441, 2.280], [-7.593, 4.416, -3.841], [3.337, 4.200, 0.252], [-1.988, 1.365, 0.051], [3.044, 2.045, -5.763], [-4.991, -7.478, 0.844], [5.747, -3.559, -0.563], [2.863, 1.601, -6.992], [1.522, 0.271, 4.141], [-2.079, -1.352, 3.544], [7.501, 2.481, -1.938], [-1.833, 3.027, 6.877], [5.563, 1.644, -2.755], [-7.240, 4.527, 5.412], [-0.239, -8.745, 0.085], [-0.732, -4.567, 0.388], [-5.762, 4.325, 5.430], [-0.820, 3.372, 7.087], [-0.735, -5.261, -1.148], [2.028, -8.454, -0.949], [-1.542, -2.778, -1.809], [-0.365, 2.849, -1.392], [8.443, 1.771, -0.203], [-0.999, 1.671, 1.882], [-1.344, -0.677, -6.466], [-4.479, 7.841, -0.114], [-2.234, 5.858, -0.605], [-8.754, 7.713, 0.964], [2.630, -1.199, -2.301], [-7.322, 2.378, -1.969], [-2.606, 0.934, -7.457], [2.294, 3.088, -5.537], [-3.011, 2.676, 1.864], [9.072, -1.567, -0.268], [2.632, 0.577, -4.513], [-3.377, 9.038, -1.849], [-8.810, 5.379, 0.079], [8.247, 1.908, -2.489], [-8.318, 6.396, -2.511], [0.199, -0.039, 1.055], [4.244, 3.648, -2.248], [-2.845, -0.607, -1.670], [-2.236, -6.771, -0.192], [8.756, -2.653, -2.368], [3.086, -3.960, -2.930], [3.245, 1.753, -0.621], [-5.193, 4.473, -1.297], [4.279, 2.574, -5.556], [-0.960, -2.952, 4.502], [1.995, -6.187, -0.993], [-4.491, -7.889, -0.033], [-5.436, 3.602, -1.905], [-1.265, -1.426, 4.265], [-2.397, 4.793, -1.565], [-3.111, -0.865, 7.253], [-10.003, 4.476, -2.924], [-9.596, 4.061, -1.213], [-2.125, -1.039, -3.214], [-1.926, -8.882, -4.137], [7.065, 0.747, -0.581], [4.418, 3.589, 1.589], [2.372, -0.678, 2.229], [-2.071, 1.470, 6.949], [-1.175, 3.128, 0.980], [0.016, -4.740, -3.412], [1.653, -6.090, -2.023], [1.596, 4.107, 1.955], [-1.710, 2.222, 1.266], [7.899, -4.456, -1.624], [-0.359, -1.119, 6.643], [0.401, 2.979, 3.719], [6.369, 2.082, 1.276], [6.976, -4.195, -2.142], [1.065, -2.987, 5.219], [-2.538, 2.039, -0.606], [-1.591, 0.776, 5.603], [-0.749, -6.692, 0.278], [3.077, -6.131, -0.878], [4.217, 1.222, 0.730], [0.346, -6.420, 2.018], [-4.743, -7.354, -0.949], [-0.247, -5.361, -0.178], [-1.999, 7.283, -1.025], [-6.628, 5.788, 3.011], [0.093, -4.386, 5.651], [9.762, -3.643, -1.313], [7.197, -5.006, 2.260], [6.700, -4.299, 2.925], [1.054, 1.741, -1.483], [-3.459, 3.258, -6.263], [1.706, 2.919, 3.034], [9.140, -3.562, 1.167], [-4.922, 5.424, 5.847], [4.834, 0.835, -0.876], [-0.679, 5.669, -0.118], [7.883, -2.525, 1.878], [3.627, -2.689, 0.498], [-0.298, 0.457, -2.867], [5.025, 5.442, 0.553], [-8.217, 5.175, -4.311], [8.402, -5.947, 0.062], [2.477, 0.673, 3.112], [-4.909, 2.806, -1.379], [-1.120, 0.500, -2.153], [3.573, -1.864, -0.214], [-1.770, 1.281, -2.548], [-3.410, -7.028, -4.075], [-4.568, 2.261, -8.208], [-2.359, -6.681, -1.271], [-2.845, -1.286, 6.283], [-1.003, -1.853, -1.608], [8.056, 3.403, -1.767], [1.933, 1.819, 2.016], [-5.178, 3.294, 4.521], [-5.108, 3.762, -3.390], [-2.846, -2.367, 6.424], [8.268, -5.157, -2.373], [-0.639, -6.844, 1.819], [-2.656, 3.374, 2.622], [3.576, 6.467, 1.865], [-6.711, 7.207, 4.982], [5.521, -2.123, 1.440], [3.853, 0.635, 3.310]], "homo_lumo_gap_ev": [2.43, 7.15], "charge": -1, "energy_ha": -11044.02039, "spin_multiplicity": 2, "fmax_ev_per_a": 15.00, "lumo_ev": [0.6535, 0.6546]}


(2)
{"formula": "C56H148N8O14", "method": "ωB97M-V/def2-TZVPD", "species": ["C", "H", "H", "H", "H", "H", "H", "H", "H", "H", "H", "H", "H", "H", "C", "H", "O", "H", "H", "H", "C", "C", "H", "H", "H", "H", "C", "H", "H", "H", "H", "H", "C", "H", "H", "C", "H", "H", "H", "H", "H", "C", "H", "C", "H", "H", "C", "N", "H", "H", "H", "C", "H", "C", "H", "H", "H", "C", "H", "O", "C", "H", "H", "C", "C", "H", "H", "H", "H", "H", "H", "C", "H", "H", "C", "C", "H", "H", "C", "C", "H", "H", "H", "H", "H", "H", "H", "C", "N", "H", "H", "H", "H", "H", "H", "C", "H", "H", "C", "C", "H", "H", "H", "H", "H", "H", "C", "H", "O", "H", "H", "C", "H", "C", "H", "H", "C", "H", "C", "H", "H", "H", "C", "H", "O", "H", "N", "H", "H", "H", "C", "N", "C", "H", "H", "H", "C", "H", "N", "H", "H", "H", "C", "H", "H", "C", "H", "O", "C", "H", "H", "H", "H", "H", "H", "H", "O", "C", "H", "N", "H", "H", "H", "H", "C", "C", "H", "H", "C", "O", "C", "C", "C", "H", "H", "O", "C", "H", "O", "H", "H", "H", "C", "O", "C", "C", "C", "C", "H", "H", "H", "O", "C", "H", "H", "H", "H", "H", "H", "C", "H", "O", "H", "H", "N", "H", "H", "C", "H", "C", "H", "H", "C", "H", "H", "H", "N", "H", "H", "O", "H", "H", "H", "C", "O", "H"], "xyz": [[-1.590, 4.130, -1.414], [5.184, 1.852, -1.634], [-1.076, 6.167, -0.876], [-1.510, -2.986, -3.667], [1.651, 5.210, 5.121], [3.067, -2.797, 4.952], [-3.573, 0.705, -1.105], [3.810, -2.389, -6.059], [4.708, -8.616, 3.341], [2.902, -3.975, -5.990], [-5.418, -3.748, 1.240], [3.133, -0.760, 4.142], [4.057, 0.003, 0.560], [2.729, -5.354, 1.448], [0.727, -3.126, -5.397], [3.343, 4.278, 6.875], [1.632, 3.468, 4.013], [-4.389, -2.312, 1.242], [5.075, -3.768, -0.051], [6.168, -1.814, -2.595], [1.225, 2.631, -3.705], [-1.117, -2.022, -4.132], [-6.245, -5.095, -3.656], [4.045, -6.945, 2.972], [-2.309, -2.500, -6.482], [0.114, 4.183, 2.817], [-3.086, 3.871, -5.082], [-5.474, 4.837, -5.370], [5.529, -7.461, 2.196], [0.837, 3.937, 7.152], [3.443, -3.162, -4.421], [2.890, -7.195, -2.697], [-3.341, 4.611, 1.769], [-3.629, 3.549, 7.143], [-4.155, -1.798, -1.688], [3.483, -6.776, -1.827], [0.906, -3.742, -6.320], [-5.261, -5.376, -0.912], [-0.969, 3.247, -1.819], [4.307, -4.499, 2.674], [2.308, 0.534, -4.801], [3.127, 0.221, 3.725], [1.599, -0.398, -6.990], [3.566, -3.791, 3.142], [-1.110, -3.031, -7.355], [-3.433, -4.187, -0.228], [-5.275, -5.564, -3.450], [3.563, -0.277, 1.386], [2.594, -0.146, 1.143], [-4.825, 5.365, 6.767], [-4.380, 1.663, 3.520], [4.090, 0.365, 2.557], [-4.695, -5.625, -4.417], [-2.545, 0.627, 3.852], [2.634, -8.347, 1.899], [-4.638, -0.003, 4.077], [-6.882, 2.322, -0.302], [7.439, 0.337, 4.201], [-2.326, 4.505, 6.738], [-4.088, 4.056, -4.116], [1.884, -0.653, -1.992], [-4.099, 4.529, 0.983], [3.460, 2.721, 6.160], [3.671, -8.289, 1.527], [7.511, -3.175, -0.630], [1.974, 5.598, -1.659], [6.843, 1.435, -1.512], [-2.141, 3.813, -0.503], [3.591, -2.948, 2.487], [2.077, 2.671, -1.644], [-2.470, 3.386, 3.725], [6.432, -1.215, -1.681], [7.459, -0.821, -1.776], [1.563, 3.527, 1.947], [-2.992, 4.275, 4.049], [-4.960, -2.967, 0.592], [-6.158, -3.999, -1.673], [1.230, -0.705, -2.919], [-6.782, 0.653, -2.250], [2.369, 2.755, -2.734], [3.072, 1.931, -2.910], [-0.348, 0.787, 1.829], [2.953, 2.824, 7.834], [2.624, 1.080, -7.141], [1.854, -7.187, -0.371], [7.552, -3.730, -1.588], [-1.387, -3.015, 3.629], [-9.049, 0.129, -2.447], [0.991, 2.005, 6.297], [0.065, -0.317, 3.976], [-0.152, -2.342, 2.448], [-2.393, 0.568, 4.939], [8.537, -2.704, -0.447], [1.616, 1.419, 5.661], [7.782, -0.694, 4.119], [-0.802, -0.973, 4.050], [-2.691, 5.454, 1.628], [7.387, -3.937, 0.123], [1.182, 4.225, 5.113], [1.949, -4.699, 1.801], [-1.950, -1.346, -4.182], [-0.233, -4.713, 1.738], [-6.944, 1.529, -2.907], [-9.304, 1.047, -3.041], [0.991, 7.200, 0.780], [2.415, 5.217, 0.070], [3.076, -2.968, -5.433], [0.519, 0.789, -5.016], [1.307, -0.006, -0.929], [2.811, -0.062, -2.235], [0.586, 3.505, -3.771], [-5.118, -4.428, -1.427], [3.794, -4.339, 5.221], [1.428, 3.399, 6.356], [-4.461, 5.960, -4.522], [0.910, 1.220, -7.414], [1.660, 5.680, -0.597], [-6.542, -0.183, -2.935], [-5.029, 5.069, -4.395], [-5.455, -6.536, -2.970], [6.105, 1.061, -2.967], [-1.998, 1.474, 3.554], [-0.438, 1.257, 0.857], [-5.836, -2.387, 0.218], [0.448, 4.770, -0.465], [-2.108, -0.680, 1.157], [5.111, -3.007, -0.765], [1.643, 5.089, 2.745], [-3.558, 3.896, -6.055], [0.574, -6.253, 2.486], [1.230, 4.088, 2.824], [-2.890, 3.700, 6.399], [-5.641, 0.884, -1.248], [-5.271, 5.252, -2.348], [-1.277, 1.986, 1.023], [-5.268, 2.347, 0.398], [-4.249, -3.544, -0.593], [4.470, -7.130, -1.999], [-2.164, -0.378, 0.165], [-5.586, 2.963, -1.257], [-1.139, 0.863, -1.136], [4.757, -2.964, 4.756], [1.479, 1.069, -5.334], [2.111, 0.569, 3.429], [7.968, 0.852, 3.419], [2.904, -7.512, -0.620], [-8.708, -0.559, -3.196], [3.839, -7.367, 0.473], [5.901, 1.093, -1.913], [1.876, -3.817, 1.102], [-3.406, -3.080, -2.258], [-1.817, 2.287, -5.643], [2.828, -8.562, -0.875], [-6.750, 5.823, -3.201], [-2.208, 5.044, 4.084], [0.480, -1.211, 0.344], [-3.925, 4.626, 3.060], [1.328, 7.103, -0.208], [-0.418, -1.572, -3.462], [-4.309, 0.636, -1.813], [-3.311, 1.824, -5.094], [-4.052, 1.370, -2.444], [0.055, 1.941, 5.948], [3.553, 0.910, 4.487], [5.532, -0.116, 2.830], [3.828, -3.410, 4.622], [0.523, -5.791, 0.709], [-0.183, -1.389, -5.962], [-0.488, -2.409, 3.493], [1.828, -2.250, -5.312], [6.293, -2.196, -0.544], [-4.488, 5.460, 5.783], [-3.793, 4.127, 5.308], [-4.589, 3.333, 5.160], [-2.283, 4.221, -2.257], [-7.961, 0.408, -1.581], [2.869, 3.317, 6.808], [2.982, 3.652, -2.855], [2.226, -4.327, 3.090], [-2.641, 3.746, 1.610], [6.196, 0.108, 2.014], [2.193, -1.667, -1.741], [-4.040, 0.636, 3.463], [1.571, 2.494, -5.069], [0.159, -0.706, -0.541], [-5.836, 2.187, -0.565], [0.571, -5.407, 1.707], [-0.502, -2.275, -5.473], [-2.384, 4.755, -5.107], [-3.754, 6.261, 5.743], [3.841, -9.323, 1.077], [6.047, 0.398, 4.080], [-2.537, 2.532, -4.866], [5.602, -1.212, 2.890], [-2.122, 2.376, -3.853], [0.657, -3.840, -4.571], [2.189, 7.722, -0.410], [-0.252, 5.417, -2.304], [0.527, 1.861, -3.367], [1.666, 0.689, -6.838], [4.198, 1.451, 2.435], [-4.500, -4.713, -2.647], [4.329, -2.405, -0.401], [7.675, 0.753, 5.167], [-3.532, -2.561, -1.405], [-0.950, -1.028, 5.157], [-0.191, -1.339, -1.375], [-0.914, 0.323, -0.210], [-4.127, 0.343, 2.384], [4.554, -7.794, 2.611], [-9.930, -0.229, -1.924], [0.469, 1.727, 0.584], [-5.922, 5.093, -3.221], [-6.263, 4.077, -3.087], [3.517, -5.700, -1.747], [0.502, 7.408, -0.920], [-1.447, -2.995, -6.347], [0.349, -2.881, 4.036], [-5.797, 0.103, -0.479], [-1.901, -0.517, 3.292], [6.298, -1.755, 0.465], [-5.184, 5.738, 5.000], [-2.304, -1.257, -0.401], [-0.583, 5.239, -1.306], [5.511, -0.173, -1.357], [0.142, 4.414, 4.948]], "homo_lumo_gap_ev": 9.13, "relative_energy_kcal_mol": 0.0, "charge": 0, "energy_ha": -3713.46580, "fmax_ev_per_a": 3.65, "lumo_ev": 0.6576}


The highest charge belongs to which entry?
C56H148N8O14


What is the charge in the first record?
-1